# 1
{"formula": "C23H26O3", "method": "ωB97M-V/def2-TZVPD", "symbols": ["C", "C", "O", "C", "C", "C", "O", "C", "C", "C", "O", "H", "H", "H", "H", "H", "H", "H", "H", "H", "H", "H", "C", "C", "C", "C", "C", "C", "C", "C", "C", "C", "C", "C", "C", "C", "C", "H", "H", "H", "H", "H", "H", "H", "H", "H", "H", "H", "H", "H", "H", "H"], "xyz": [[3.762068, -3.295451, 1.358574], [2.266243, -3.183719, 1.598772], [1.701533, -2.608623, 0.393258], [0.379655, -2.414530, 0.499527], [-0.091964, -1.276712, -0.528347], [-1.481996, -1.756594, -0.905930], [-2.467622, -2.064167, -0.195028], [-1.608736, -1.953922, -2.441300], [-0.273160, -1.523850, -3.043909], [0.675674, -1.538299, -1.822232], [-0.328617, -2.963348, 1.368754], [4.233313, -3.682754, 2.279058], [3.990925, -3.987532, 0.530422], [4.189936, -2.308823, 1.103152], [1.807657, -4.166169, 1.796248], [2.045851, -2.515127, 2.456381], [-1.802359, -3.037058, -2.628350], [-2.446441, -1.374142, -2.859706], [0.087916, -2.281658, -3.776203], [-0.313805, -0.532340, -3.554047], [1.638962, -0.980367, -1.997055], [1.036181, -2.611399, -1.773435], [3.678962, 3.921461, -1.892772], [2.665983, 2.958405, -1.355720], [3.070765, 1.851308, -0.614504], [2.146749, 0.994335, -0.041423], [0.746513, 1.185682, -0.206989], [-0.181975, 0.180845, 0.336687], [-1.434476, 0.622179, 0.975795], [-2.170564, -0.325676, 1.734719], [-3.473038, -0.098304, 2.154630], [-4.050057, 1.172408, 2.004976], [-5.425441, 1.425082, 2.531383], [-3.251216, 2.194850, 1.479194], [-1.958086, 1.936446, 1.020430], [0.373334, 2.287209, -0.959697], [1.283176, 3.166436, -1.495948], [3.186055, 4.821227, -2.274177], [4.412934, 4.232240, -1.131689], [4.231231, 3.428304, -2.705938], [4.147150, 1.680934, -0.442313], [2.483000, 0.120891, 0.506457], [0.391836, -0.428380, 1.137323], [-1.704334, -1.298802, 1.907256], [-4.035909, -0.920427, 2.615245], [-5.830589, 2.337869, 2.079046], [-6.075307, 0.565575, 2.298627], [-5.449831, 1.559425, 3.628363], [-3.661173, 3.206981, 1.441313], [-1.379384, 2.775694, 0.649485], [-0.694190, 2.435327, -1.217249], [0.956669, 4.067058, -2.021113]], "atomic_forces_ev_per_a": [[0.14, -0.03, 0.05], [0.51, -0.34, 0.12], [-0.42, 0.01, 0.87], [-1.89, 0.07, 1.81], [-1.66, -1.67, 0.87], [-4.26, -1.24, -0.03], [3.28, 1.03, -1.84], [0.08, -0.02, -0.08], [0.33, 0.16, -0.23], [1.98, -0.47, -1.08], [2.23, 1.59, -2.57], [-0.07, 0.22, -0.43], [-0.16, 0.25, 0.35], [-0.14, -0.44, 0.22], [0.13, 0.45, -0.11], [0.00, -0.34, -0.52], [0.00, 0.77, 0.25], [0.10, -0.34, 0.41], [-0.19, 0.74, 0.34], [-0.04, -0.68, 0.46], [-1.12, -0.16, 0.41], [-0.40, 1.15, 0.12], [0.20, 0.06, -0.23], [-0.74, 0.16, 0.63], [0.45, -0.18, 0.25], [-0.91, 0.03, -0.21], [1.94, 0.24, -0.50], [2.77, -3.22, 1.39], [-2.13, 0.34, 1.32], [0.32, -0.20, -0.63], [0.29, 0.37, 0.13], [0.75, -0.27, 0.25], [-0.51, 0.07, 0.02], [-0.16, -0.40, 0.38], [0.12, -0.43, -0.77], [-1.65, -0.27, -0.56], [1.38, 0.58, -0.29], [0.18, -0.15, -0.06], [-0.30, -0.18, -0.21], [-0.04, 0.34, 0.10], [-0.60, 0.04, -0.15], [0.05, 0.07, 0.10], [-0.62, 2.28, -0.22], [-0.41, 0.33, -0.10], [0.24, 0.43, -0.12], [-0.14, -0.24, 0.11], [0.09, 0.42, 0.05], [0.16, -0.06, -0.43], [0.26, -0.23, 0.00], [-0.13, -0.17, 0.00], [0.79, -0.06, 0.32], [-0.07, -0.37, 0.03]], "nbo_charge": [-0.628, -0.074, -0.526, 0.812, -0.234, 0.608, -0.519, -0.525, -0.408, -0.406, -0.588, 0.220, 0.216, 0.213, 0.204, 0.189, 0.237, 0.242, 0.214, 0.209, 0.242, 0.222, -0.633, 0.000, -0.224, -0.198, 0.033, -0.260, -0.002, -0.161, -0.213, -0.011, -0.630, -0.239, -0.210, -0.223, -0.219, 0.216, 0.221, 0.222, 0.210, 0.208, 0.234, 0.242, 0.213, 0.212, 0.219, 0.220, 0.208, 0.212, 0.220, 0.211], "smiles": "CCOC(=O)[C@@]1(C(c2ccc(C)cc2)c2ccc(C)cc2)CCCC1=O", "fmax_ev_per_a": 4.5, "homo_ev": -8.087, "multiplicity": 1, "energy_ha": -1117.6894, "orbital_gap_ev": 8.7}

# 2
{"formula": "C23H27Br2CrINO3Si2", "method": "ωB97M-V/def2-TZVPD", "symbols": ["Cr", "Br", "C", "C", "C", "Br", "C", "C", "C", "C", "N", "C", "C", "O", "H", "H", "H", "H", "C", "Si", "C", "C", "C", "Si", "C", "C", "C", "H", "H", "H", "H", "H", "H", "H", "H", "H", "H", "H", "H", "H", "H", "H", "H", "H", "H", "H", "I", "C", "C", "C", "C", "C", "C", "C", "O", "O", "H", "H", "H", "H"], "xyz": [[0.440193, -0.017165, 0.571215], [0.422367, -4.982705, 1.594323], [1.849732, -3.874075, 1.045684], [3.129111, -4.423106, 0.861076], [4.180548, -3.647897, 0.456920], [5.886551, -4.462890, 0.217023], [4.016810, -2.265752, 0.211582], [5.015596, -1.366099, -0.234295], [4.691394, -0.056649, -0.440457], [3.387267, 0.396137, -0.205653], [2.427794, -0.414470, 0.209797], [2.728539, -1.734131, 0.415768], [1.600311, -2.527061, 0.832712], [0.458841, -1.944384, 0.957695], [3.281064, -5.479172, 1.038903], [6.020741, -1.722585, -0.408844], [5.441023, 0.647595, -0.780734], [3.104088, 1.433967, -0.353314], [-2.791924, 1.837919, 0.185161], [-2.518786, 0.273377, -0.818049], [-3.131987, -1.164294, 0.218765], [-3.750851, 0.454808, -2.236313], [-0.773286, 0.057856, -1.283143], [-0.414759, -1.283382, -2.468179], [-1.122832, -0.995600, -4.197778], [1.424263, -1.464984, -2.819112], [-1.060342, -2.954159, -1.922150], [-3.854574, 2.114525, 0.180822], [-2.217304, 2.675636, -0.231799], [-2.487196, 1.694542, 1.230546], [-3.959154, -0.855923, 0.875233], [-2.320363, -1.552736, 0.849532], [-3.487922, -1.987198, -0.415478], [-4.723421, 0.813259, -1.861869], [-3.923238, -0.501955, -2.745097], [-3.385114, 1.173010, -2.983221], [-0.418509, 0.997338, -1.746068], [-0.896495, 0.022481, -4.550204], [-2.210730, -1.118969, -4.213474], [-0.691298, -1.709458, -4.919482], [1.928686, -0.492302, -2.767212], [1.582941, -1.881467, -3.823009], [1.911301, -2.136248, -2.102306], [-2.079096, -3.123510, -2.299102], [-1.076687, -3.026154, -0.827860], [-0.420325, -3.762486, -2.304769], [-1.790591, 7.042287, 5.246508], [-1.266528, 5.363006, 4.125632], [-0.743827, 5.532922, 2.855263], [-0.389711, 4.402650, 2.119865], [-0.566505, 3.142331, 2.652260], [-1.097563, 2.988989, 3.913078], [-1.448679, 4.104597, 4.668758], [-0.184888, 1.924123, 1.853669], [0.523838, 2.056376, 0.820464], [-0.570012, 0.788067, 2.222613], [-0.611506, 6.523445, 2.442301], [0.032219, 4.491782, 1.125920], [-1.239372, 1.986587, 4.298678], [-1.859841, 3.989358, 5.661203]], "atomic_forces_ev_per_a": [[-0.45, -0.02, -0.69], [0.03, -0.02, -0.01], [0.27, -0.27, 0.01], [-0.20, 0.00, 0.05], [0.12, 0.00, -0.03], [-0.04, 0.03, 0.00], [-0.02, 0.07, -0.03], [-0.10, -0.21, 0.08], [0.13, 0.26, -0.10], [-0.24, -0.08, 0.04], [0.90, -0.15, 0.13], [-0.05, 0.17, -0.07], [-0.20, 0.33, -0.09], [0.11, -0.44, 0.13], [-0.04, 0.01, 0.00], [0.01, -0.03, 0.00], [-0.05, -0.02, 0.01], [0.04, -0.08, 0.03], [-0.06, 0.32, 0.28], [-0.03, 0.07, 0.14], [-0.13, -0.30, 0.22], [-0.28, 0.02, -0.28], [0.06, 0.07, -0.19], [0.05, 0.16, -0.06], [-0.08, 0.05, -0.36], [0.39, -0.07, -0.01], [-0.13, -0.36, 0.14], [0.14, -0.01, 0.00], [-0.10, -0.07, 0.08], [-0.20, 0.06, -0.32], [0.13, -0.08, -0.14], [-0.19, 0.05, -0.07], [0.06, 0.10, 0.15], [0.21, -0.09, -0.10], [0.03, 0.14, 0.01], [-0.10, -0.11, 0.10], [-0.05, -0.04, 0.04], [-0.04, -0.22, 0.04], [0.08, 0.06, -0.03], [-0.12, 0.18, 0.16], [-0.01, -0.11, -0.04], [0.01, 0.05, 0.16], [0.00, 0.09, -0.06], [0.16, 0.00, 0.11], [0.02, -0.04, -0.19], [-0.15, 0.12, 0.04], [-0.03, 0.11, 0.07], [0.00, 0.07, 0.00], [0.13, -0.27, -0.29], [0.07, 0.62, -0.04], [0.18, -0.51, -0.44], [-0.30, 0.07, 0.61], [0.04, -0.34, -0.09], [-0.06, 0.41, 0.41], [0.27, 0.15, -0.25], [-0.13, 0.05, 0.68], [0.00, -0.01, -0.01], [-0.04, 0.03, 0.04], [0.00, 0.05, 0.00], [-0.01, -0.02, 0.02]], "nbo_charge": [1.314, 0.052, -0.186, -0.205, -0.150, 0.010, -0.030, -0.166, -0.254, 0.045, -0.479, 0.082, 0.331, -0.719, 0.232, 0.223, 0.216, 0.211, -1.124, 1.708, -1.128, -1.125, -1.737, 1.713, -1.122, -1.118, -1.139, 0.218, 0.225, 0.232, 0.222, 0.242, 0.225, 0.217, 0.219, 0.223, 0.246, 0.220, 0.222, 0.214, 0.221, 0.220, 0.222, 0.222, 0.255, 0.226, 0.114, -0.141, -0.258, -0.145, -0.152, -0.147, -0.258, 0.750, -0.713, -0.720, 0.221, 0.239, 0.242, 0.221], "fmax_ev_per_a": 0.9, "homo_ev": [-3.340, -4.981], "s2": 6.04, "charge": -1, "multiplicity": 5, "energy_ha": -8242.5410, "orbital_gap_ev": [5.3, 6.9]}